Entry 1:
{
  "formula": "C18H19F3FeN5",
  "method": "ωB97M-V/def2-TZVPD",
  "elements": ["Fe", "C", "N", "C", "C", "C", "C", "C", "N", "C", "C", "C", "C", "C", "C", "H", "H", "H", "H", "H", "H", "H", "H", "H", "H", "H", "F", "C", "F", "F", "C", "C", "C", "N", "C", "C", "H", "H", "H", "H", "N", "N", "H", "H", "H", "H"],
  "positions_angstrom": [[1.253, 0.128, -1.528], [-0.768, 2.203, -0.011], [0.193, 1.147, -0.075], [0.531, 0.458, 1.106], [0.717, -1.597, 0.652], [0.997, -2.995, 1.098], [0.761, -3.806, 0.065], [0.450, -2.951, -1.079], [0.437, -1.695, -0.779], [-1.772, 2.201, -1.151], [-2.781, 3.154, -1.115], [-3.727, 3.212, -2.127], [-3.670, 2.321, -3.190], [-2.670, 1.365, -3.232], [-1.728, 1.307, -2.211], [-0.199, 3.145, -0.069], [-1.281, 2.226, 0.954], [0.689, 1.108, 1.969], [1.258, -3.271, 2.109], [0.806, -4.884, 0.043], [0.246, -3.292, -2.088], [-2.822, 3.862, -0.294], [-4.510, 3.957, -2.088], [-4.408, 2.368, -3.979], [-2.637, 0.656, -4.049], [-0.982, 0.518, -2.244], [1.457, -0.352, 5.805], [0.619, -1.165, 5.155], [0.933, -2.426, 5.480], [-0.617, -0.921, 5.582], [0.754, -0.968, 3.655], [2.148, -0.805, 3.189], [2.574, -0.603, 1.945], [1.680, -0.454, 0.808], [-0.369, -0.793, 1.427], [-0.352, -1.020, 2.911], [2.911, -0.893, 3.953], [3.629, -0.558, 1.717], [-1.364, -0.810, 0.987], [-1.308, -1.170, 3.395], [1.678, 0.932, -3.561], [2.425, -0.298, -3.439], [1.189, 1.019, -4.449], [2.318, 1.720, -3.493], [3.370, -0.245, -3.809], [1.942, -1.034, -3.944]],
  "lumo_energy_ha": [-0.25332, -0.31007],
  "s2": 8.76,
  "total_charge": 2,
  "multiplicity": 6
}

---

Entry 2:
{
  "formula": "C18H19IN2TeW",
  "method": "ωB97M-V/def2-TZVPD",
  "elements": ["C", "C", "H", "H", "H", "H", "H", "H", "C", "C", "C", "C", "H", "H", "H", "H", "N", "C", "C", "N", "C", "C", "C", "H", "H", "C", "H", "H", "W", "I", "Te", "C", "C", "C", "C", "C", "C", "H", "H", "H", "H", "H"],
  "positions_angstrom": [[0.986, 1.171, 1.565], [0.938, -1.380, 1.667], [2.019, 1.518, 1.435], [0.773, 0.920, 2.604], [0.366, 2.041, 1.304], [1.070, -2.352, 1.170], [1.840, -1.215, 2.256], [0.051, -1.509, 2.291], [0.794, 2.510, -1.693], [0.903, 3.317, -2.820], [0.826, 2.742, -4.087], [0.644, 1.367, -4.186], [0.876, 2.907, -0.679], [1.046, 4.391, -2.686], [0.898, 3.352, -4.982], [0.576, 0.857, -5.145], [0.599, 1.161, -1.790], [0.533, 0.574, -3.035], [0.383, -0.884, -3.029], [0.378, -1.465, -1.782], [0.294, -2.823, -1.662], [0.165, -3.076, -4.048], [0.189, -3.645, -2.776], [0.320, -3.207, -0.638], [0.120, -4.724, -2.627], [0.266, -1.694, -4.168], [0.242, -1.189, -5.130], [0.058, -3.696, -4.932], [0.616, -0.160, -0.084], [3.382, -0.336, -0.283], [-1.858, -0.032, 0.551], [-2.002, 0.227, 2.717], [-1.921, 1.520, 3.251], [-1.736, 1.675, 4.637], [-1.699, 0.550, 5.475], [-1.856, -0.734, 4.932], [-2.022, -0.902, 3.545], [-1.956, 2.376, 2.581], [-1.607, 2.669, 5.056], [-1.536, 0.674, 6.547], [-1.826, -1.605, 5.583], [-2.133, -1.889, 3.098]],
  "lumo_energy_ha": [-0.30710, -0.37809],
  "s2": 2.19,
  "total_charge": 2,
  "multiplicity": 3,
  "de_lowest_ev": 2.286
}

---

Entry 3:
{
  "formula": "C18H19LuN2O8S",
  "method": "ωB97M-V/def2-TZVPD",
  "elements": ["Lu", "O", "C", "O", "C", "C", "C", "C", "C", "O", "C", "C", "O", "O", "H", "H", "H", "H", "H", "H", "H", "H", "N", "C", "C", "O", "N", "C", "C", "O", "O", "H", "H", "H", "H", "H", "H", "S", "C", "C", "C", "C", "C", "C", "H", "H", "H", "H", "H"],
  "positions_angstrom": [[-0.082, 0.118, 0.109], [4.278, 0.015, 0.602], [3.170, -0.149, 0.095], [2.102, 0.510, 0.354], [3.046, -1.182, -1.038], [2.317, -0.558, -2.237], [2.521, -1.415, -3.494], [1.565, -2.605, -3.218], [1.035, -2.248, -1.828], [0.928, -0.806, -1.933], [2.142, -2.442, -0.775], [1.610, -2.583, 0.659], [2.073, -3.497, 1.338], [0.717, -1.739, 1.015], [4.061, -1.474, -1.300], [2.473, 0.507, -2.367], [3.565, -1.718, -3.587], [2.238, -0.872, -4.395], [2.060, -3.576, -3.231], [0.741, -2.620, -3.931], [0.067, -2.671, -1.576], [2.697, -3.356, -0.969], [0.646, 2.515, -0.775], [-0.456, 3.212, -1.441], [-1.450, 2.251, -2.084], [-2.241, 2.723, -2.927], [-1.376, 1.012, -1.628], [-2.386, 0.101, -2.130], [-2.577, -1.104, -1.211], [-3.413, -1.950, -1.516], [-1.809, -1.152, -0.169], [0.959, 2.988, 0.064], [1.449, 2.411, -1.380], [-0.125, 3.916, -2.208], [-1.015, 3.775, -0.692], [-2.121, -0.289, -3.120], [-3.352, 0.594, -2.250], [-0.916, 1.990, 1.883], [-1.625, 1.476, 3.404], [-2.449, 2.350, 4.129], [-3.001, 1.979, 5.348], [-2.755, 0.718, 5.882], [-1.945, -0.161, 5.171], [-1.387, 0.209, 3.956], [-2.650, 3.329, 3.707], [-3.636, 2.678, 5.882], [-3.187, 0.425, 6.831], [-1.747, -1.151, 5.567], [-0.758, -0.487, 3.414]],
  "lumo_energy_ha": 0.17163,
  "total_charge": -2,
  "de_lowest_ev": 0.423
}

---

Values for calculated total energy, Eh, ordered as above
-2533.7156, -1438.9154, -3042.8457